1.
Entry from the OMol25 dataset: 6 unconnected molecules or ions with the total composition C23H61F4NO22P5 (ωB97M-V/def2-TZVPD).

Its LUMO energy is -4.4 eV. The calculation puts the HOMO-LUMO gap at 6.13 eV. The HOMO energy is -10.552 eV. As for the total energy: -128667.083 eV.

Structure (ORCA input):
```
! RIJCOSX wB97M-V def2-TZVPD def2/J DEFGRID3
* xyz 1 1
C 3.1570 1.6676 -8.4811
C 3.9344 2.2974 -7.2152
O 5.1292 1.5574 -6.8446
N 4.8093 0.4708 -6.0207
C 4.9571 0.9983 -4.5942
C 3.6323 0.6348 -3.7498
C 3.4568 -0.9575 -3.5715
F 3.7229 1.1999 -2.4240
C 5.7305 -0.6400 -6.3721
C 5.0839 -1.9753 -6.9276
O 3.6673 -2.0059 -7.0659
C 5.6988 -2.2766 -8.3854
F 5.4300 -1.1958 -9.2598
F 7.0915 -2.4231 -8.3075
F 5.2130 -3.4479 -8.9411
H 2.7844 2.4475 -9.2075
H 2.2265 1.1445 -8.0580
H 3.7943 0.8568 -8.9789
H 4.2848 3.3433 -7.5169
H 3.2502 2.4209 -6.3022
H 3.7982 0.3061 -6.1584
H 5.8756 0.6102 -4.0634
H 5.0852 2.1334 -4.6492
H 2.6823 1.0219 -4.2303
H 3.6279 -1.2693 -2.4958
H 4.2586 -1.4592 -4.2149
H 2.4453 -1.3179 -3.9488
H 6.4463 -0.2431 -7.1739
H 6.4174 -0.9253 -5.5035
H 5.4045 -2.8543 -6.2712
H 3.3823 -1.7316 -7.9601
C 0.3965 2.0139 -2.4053
O -0.5198 1.9075 -1.3356
P -1.1396 0.3569 -0.9442
O 0.1114 -0.3471 -1.4649
O -2.2469 0.4980 -2.1488
C -3.0510 1.6800 -2.1954
O -1.7930 -1.1860 -0.5353
C -1.4262 -1.6283 0.7660
H 0.5185 3.0736 -2.6423
H 1.3706 1.6215 -2.1184
H 0.0171 1.4962 -3.2920
H -2.6572 2.3498 -2.9670
H -3.0605 2.2043 -1.2402
H -4.0733 1.4037 -2.4571
H -1.7891 -0.9182 1.5116
H -0.3405 -1.7250 0.8449
H -1.8839 -2.6010 0.9486
C -5.6390 2.3477 3.7616
O -6.0994 1.0384 3.4627
P -5.9882 0.4704 1.8486
O -4.7804 1.3324 1.4889
O -7.3840 1.2421 1.4542
C -8.5154 1.0776 2.3118
O -5.9700 -0.2839 0.3057
C -5.1201 -1.4273 0.2322
H -5.9791 2.5963 4.7692
H -4.5512 2.3823 3.7571
H -6.0527 3.0752 3.0584
H -8.6211 1.9687 2.9384
H -8.4163 0.2019 2.9535
H -9.4121 0.9689 1.7001
H -5.4497 -2.1815 0.9495
H -4.0869 -1.1444 0.4423
H -5.1782 -1.8433 -0.7739
C -6.6418 -4.2235 -4.9178
O -6.5397 -2.8080 -4.9306
P -7.7733 -1.8828 -4.1762
O -8.1399 -2.9597 -3.1607
O -8.7157 -2.0029 -5.5176
C -8.1277 -1.7163 -6.7861
O -8.8960 -0.7786 -3.4880
C -8.3713 -0.0068 -2.4082
H -5.8942 -4.6164 -5.6109
H -6.4189 -4.6151 -3.9270
H -7.6333 -4.5447 -5.2469
H -7.9043 -2.6580 -7.2974
H -7.2080 -1.1386 -6.6878
H -8.8398 -1.1493 -7.3877
H -7.5217 0.5858 -2.7532
H -8.0584 -0.6599 -1.5900
H -9.1501 0.6657 -2.0486
C 3.5292 0.1998 6.1353
O 3.9328 -0.3920 4.9079
P 2.8231 -0.4229 3.5996
O 2.0778 0.8354 4.0310
O 2.1012 -1.7660 4.2129
C 2.9309 -2.8555 4.6186
O 1.8658 -0.5608 2.1773
C 2.3628 0.1746 1.0597
H 4.2736 -0.0574 6.8921
H 3.5042 1.2843 6.0457
H 2.5574 -0.1860 6.4526
H 3.0250 -2.8461 5.7088
H 3.9256 -2.7971 4.1756
H 2.4615 -3.7922 4.3138
H 3.3625 -0.1785 0.7957
H 2.3959 1.2430 1.2904
H 1.6945 0.0138 0.2130
C 2.5967 2.0445 12.9604
O 3.8882 2.3705 12.4703
P 4.3937 1.7120 10.9686
O 2.9853 1.6003 10.3949
O 4.8350 0.3105 11.7045
C 5.6367 0.3879 12.8839
O 5.0897 1.1565 9.4974
C 5.3451 2.1858 8.5440
H 2.5421 2.3789 13.9988
H 1.8285 2.5717 12.3977
H 2.4291 0.9648 12.9265
H 5.0001 0.2277 13.7596
H 6.1322 1.3546 12.9771
H 6.3940 -0.3968 12.8508
H 6.0418 2.9163 8.9600
H 4.4129 2.6821 8.2615
H 5.7914 1.7360 7.6568
*
```

Atomic partial charges in e from the Löwdin method, atoms 1 to 99: atom 1 (C): -0.05, atom 2 (C): -0.17, atom 3 (O): -0.11, atom 4 (N): -0.08, atom 5 (C): -0.02, atom 6 (C): -0.27, atom 7 (C): 0.00, atom 8 (F): -0.05, atom 9 (C): -0.02, atom 10 (C): -0.21, atom 11 (O): 0.00, atom 12 (C): -0.41, atom 13 (F): 0.08, atom 14 (F): 0.10, atom 15 (F): 0.13, atom 16 (H): 0.09, atom 17 (H): 0.09, atom 18 (H): 0.08, atom 19 (H): 0.15, atom 20 (H): 0.13, atom 21 (H): 0.17, atom 22 (H): 0.15, atom 23 (H): 0.16, atom 24 (H): 0.14, atom 25 (H): 0.11, atom 26 (H): 0.07, atom 27 (H): 0.10, atom 28 (H): 0.17, atom 29 (H): 0.16, atom 30 (H): 0.18, atom 31 (H): 0.12, atom 32 (C): -0.15, atom 33 (O): -0.31, atom 34 (P): 0.78, atom 35 (O): -0.29, atom 36 (O): -0.25, atom 37 (C): -0.10, atom 38 (O): -0.25, atom 39 (C): -0.14, atom 40 (H): 0.10, atom 41 (H): 0.05, atom 42 (H): 0.09, atom 43 (H): 0.09, atom 44 (H): 0.09, atom 45 (H): 0.09, atom 46 (H): 0.09, atom 47 (H): 0.07, atom 48 (H): 0.09, atom 49 (C): -0.13, atom 50 (O): -0.32, atom 51 (P): 0.74, atom 52 (O): -0.28, atom 53 (O): -0.26, atom 54 (C): -0.11, atom 55 (O): -0.26, atom 56 (C): -0.13, atom 57 (H): 0.09, atom 58 (H): 0.08, atom 59 (H): 0.09, atom 60 (H): 0.09, atom 61 (H): 0.08, atom 62 (H): 0.09, atom 63 (H): 0.08, atom 64 (H): 0.05, atom 65 (H): 0.09, atom 66 (C): -0.14, atom 67 (O): -0.33, atom 68 (P): 0.73, atom 69 (O): -0.27, atom 70 (O): -0.25, atom 71 (C): -0.12, atom 72 (O): -0.24, atom 73 (C): -0.14, atom 74 (H): 0.09, atom 75 (H): 0.08, atom 76 (H): 0.09, atom 77 (H): 0.09, atom 78 (H): 0.08, atom 79 (H): 0.09, atom 80 (H): 0.08, atom 81 (H): 0.07, atom 82 (H): 0.09, atom 83 (C): -0.13, atom 84 (O): -0.33, atom 85 (P): 0.74, atom 86 (O): -0.26, atom 87 (O): -0.25, atom 88 (C): -0.12, atom 89 (O): -0.26, atom 90 (C): -0.15, atom 91 (H): 0.08, atom 92 (H): 0.08, atom 93 (H): 0.10, atom 94 (H): 0.09, atom 95 (H): 0.08, atom 96 (H): 0.09, atom 97 (H): 0.07, atom 98 (H): 0.09, atom 99 (H): 0.05

***

2.
Entry from the OMol25 dataset: a molecular structure, C23H61FeO8 (ωB97M-V/def2-TZVPD).

Its LUMO energy (alpha / beta) is -7.7 / -9.8 eV. The calculation puts the HOMO-LUMO gap (alpha / beta) at 5.86 / 3.77 eV. The energy relative to the best compared isomer or geometry (same formula, charge and spin) is 0.000 eV. As for the expectation value of S²: 8.761. The HOMO energy (alpha / beta) is -13.562 / -13.562 eV. As for the total energy: -75588.211 eV.

Structure (ORCA input):
```
! RIJCOSX wB97M-V def2-TZVPD def2/J DEFGRID3
* xyz 2 6
Fe 0.7873 2.1920 2.5777
C 0.2077 0.8592 -1.5539
C 1.2124 0.7072 -0.4766
O 0.9569 1.2259 0.7811
H -0.6353 0.2322 -1.2638
H 0.5792 0.4836 -2.5074
H -0.1717 1.8750 -1.6646
H 2.0960 1.2430 -0.8232
H 1.4548 -0.3547 -0.4344
C -3.3331 -1.8331 -0.9761
C -4.7800 -2.2174 -1.2195
C -5.2335 -3.4932 -0.5450
O -5.7191 -1.1509 -0.9566
H -3.1998 -1.6121 0.0829
H -3.1857 -0.8806 -1.4850
H -2.5505 -2.5226 -1.2929
H -5.0108 -2.5029 -2.2458
H -4.8060 -4.4552 -0.8275
H -6.3140 -3.5830 -0.6573
H -5.1654 -3.3802 0.5370
H -5.5324 -0.5019 -1.6389
C 2.2962 -1.4436 4.3571
C 1.5902 -0.9504 3.1235
C 0.5709 -1.9390 2.6309
O 0.8603 0.1613 3.5401
H 1.6876 -1.8209 5.1788
H 2.9785 -0.7468 4.8439
H 2.9822 -2.2531 4.1076
H 2.3173 -0.7861 2.3284
H 0.0793 -1.5565 1.7364
H -0.1610 -2.2888 3.3591
H 1.0268 -2.8809 2.3259
H 0.4402 -0.0653 4.3730
C 1.0941 -3.8108 -0.6067
C 2.2209 -4.8530 -0.6536
C 3.1410 -4.8094 0.5479
O 1.6029 -6.1410 -0.5741
H 1.4916 -2.8117 -0.4279
H 0.4253 -4.0330 0.2249
H 0.5338 -3.7319 -1.5383
H 2.6750 -4.7889 -1.6424
H 3.6516 -5.7592 0.7074
H 2.6250 -4.5982 1.4845
H 3.8571 -4.0119 0.3499
H 0.9758 -6.0811 -1.2985
C -2.8412 0.1107 2.9713
C -2.0425 0.9224 1.9156
C -2.8536 1.5854 0.7678
O -1.2874 1.8365 2.6685
H -3.4763 -0.6756 2.5632
H -3.4959 0.7657 3.5461
H -2.1802 -0.3346 3.7148
H -1.4717 0.1453 1.4074
H -2.1925 2.2460 0.2070
H -3.6597 2.1909 1.1822
H -3.3959 0.8661 0.1541
H -1.9135 2.4266 3.0945
C 0.9401 -2.6793 -4.2165
C 0.0415 -2.4814 -5.4306
C 0.2175 -1.1881 -6.1774
O 0.3980 -3.4635 -6.3935
H 2.0134 -2.5852 -4.3815
H 0.7514 -3.6558 -3.7705
H 0.7101 -1.9313 -3.4578
H -1.0094 -2.6281 -5.1812
H -0.3975 -1.0495 -7.0666
H 1.2710 -1.0914 -6.4396
H -0.0167 -0.3843 -5.4795
H 0.0491 -3.1706 -7.2385
C 4.6644 3.2520 3.8317
C 3.6162 3.2802 2.6981
C 4.3146 3.6138 1.3484
O 2.9439 2.0480 2.6155
H 5.4512 2.5005 3.7668
H 4.1654 3.1137 4.7909
H 5.2095 4.1921 3.9162
H 2.9402 4.1015 2.9361
H 4.6359 4.6527 1.2744
H 3.6787 3.4522 0.4780
H 5.1067 2.9045 1.1085
H 3.6094 1.3561 2.6107
C -0.8283 6.7078 -0.8076
C -1.9908 5.7426 -0.8013
C -1.7684 4.6835 -1.8994
O -1.9107 5.1231 0.4963
H 0.1020 6.1847 -0.5859
H -0.9247 7.5089 -0.0747
H -0.7736 7.1823 -1.7874
H -2.9659 6.2203 -0.8971
H -2.5694 3.9489 -1.9825
H -0.8618 4.1146 -1.6926
H -1.6156 5.1474 -2.8738
H -1.0060 4.8621 0.6832
*
```

The net atomic charges from Löwdin, expressed in e, are: atom 1 (Fe): 1.17, atom 2 (C): -0.04, atom 3 (C): -0.28, atom 4 (O): -0.06, atom 5 (H): 0.08, atom 6 (H): 0.09, atom 7 (H): 0.07, atom 8 (H): 0.17, atom 9 (H): 0.13, atom 10 (C): -0.06, atom 11 (C): -0.49, atom 12 (C): -0.06, atom 13 (O): -0.04, atom 14 (H): 0.06, atom 15 (H): 0.06, atom 16 (H): 0.08, atom 17 (H): 0.14, atom 18 (H): 0.09, atom 19 (H): 0.09, atom 20 (H): 0.08, atom 21 (H): 0.08, atom 22 (C): -0.03, atom 23 (C): -0.48, atom 24 (C): -0.03, atom 25 (O): -0.10, atom 26 (H): 0.10, atom 27 (H): 0.09, atom 28 (H): 0.10, atom 29 (H): 0.14, atom 30 (H): 0.07, atom 31 (H): 0.11, atom 32 (H): 0.08, atom 33 (H): 0.13, atom 34 (C): -0.07, atom 35 (C): -0.47, atom 36 (C): -0.05, atom 37 (O): -0.04, atom 38 (H): 0.05, atom 39 (H): 0.08, atom 40 (H): 0.05, atom 41 (H): 0.14, atom 42 (H): 0.09, atom 43 (H): 0.07, atom 44 (H): 0.08, atom 45 (H): 0.08, atom 46 (C): -0.01, atom 47 (C): -0.45, atom 48 (C): 0.00, atom 49 (O): -0.10, atom 50 (H): 0.10, atom 51 (H): 0.09, atom 52 (H): 0.07, atom 53 (H): 0.11, atom 54 (H): 0.06, atom 55 (H): 0.10, atom 56 (H): 0.07, atom 57 (H): 0.14, atom 58 (C): -0.05, atom 59 (C): -0.50, atom 60 (C): -0.07, atom 61 (O): -0.05, atom 62 (H): 0.09, atom 63 (H): 0.07, atom 64 (H): 0.05, atom 65 (H): 0.13, atom 66 (H): 0.09, atom 67 (H): 0.09, atom 68 (H): 0.07, atom 69 (H): 0.08, atom 70 (C): -0.03, atom 71 (C): -0.45, atom 72 (C): -0.02, atom 73 (O): -0.10, atom 74 (H): 0.10, atom 75 (H): 0.09, atom 76 (H): 0.10, atom 77 (H): 0.14, atom 78 (H): 0.10, atom 79 (H): 0.07, atom 80 (H): 0.09, atom 81 (H): 0.13, atom 82 (C): -0.06, atom 83 (C): -0.44, atom 84 (C): -0.05, atom 85 (O): -0.09, atom 86 (H): 0.08, atom 87 (H): 0.09, atom 88 (H): 0.09, atom 89 (H): 0.15, atom 90 (H): 0.08, atom 91 (H): 0.05, atom 92 (H): 0.09, atom 93 (H): 0.05